This record from the Open Molecules 2025 dataset describes C19H23Br48F2INO3PS as an isolated structure at a distorted geometry. The level of theory is the ωB97M-V functional and the def2-TZVPD basis.

Structure (XYZ):
```
99
C19H23Br48F2INO3PS the ωB97M-V functional and the def2-TZVPD basis
C -1.73086 -5.58629 -0.32324
C -1.98474 -4.14186 0.04812
F -2.92239 -3.65850 -0.86770
C -0.70849 -3.34409 -0.18282
N -0.70948 -1.98913 0.40498
P -0.19722 -0.56379 -0.59435
O 0.11709 -1.15831 -2.06862
I -2.29273 0.63465 -0.97593
S -0.05474 -1.90976 1.88636
O 0.77038 -3.03067 2.16390
O 0.50799 -0.61576 2.08659
F -1.32093 -1.95938 2.78484
H -0.81712 -5.95538 0.14795
H -2.54021 -6.23424 -0.00209
H -1.58745 -5.65722 -1.39936
H -2.36485 -4.02838 1.06206
H 0.10349 -3.94096 0.22399
H -0.58211 -3.32317 -1.26266
H 0.78512 -1.86022 -2.03412
C 2.23026 2.49949 -3.32971
Br 3.81265 1.95793 -4.28452
Br 1.51787 1.05234 -2.26923
Br 2.50756 4.06977 -2.26008
H 1.48833 2.74890 -4.07435
C 6.93794 4.63987 -1.02339
Br 6.46001 4.18971 0.78282
Br 5.87039 3.67088 -2.29049
Br 6.82446 6.53714 -1.32675
H 7.96882 4.35256 -1.16418
C -4.58663 -1.18193 3.85843
Br -5.07915 -1.58050 5.67668
Br -5.59650 -2.24422 2.62366
Br -4.71835 0.69306 3.48947
H -3.54853 -1.45483 3.74459
C 2.71501 -1.15400 5.42089
Br 4.34300 -1.70855 4.57246
Br 1.91267 -2.60622 6.40103
Br 2.98097 0.39384 6.52234
H 2.02532 -0.87463 4.63705
C -1.83268 3.89444 4.79799
Br -2.61379 5.11483 3.53429
Br -3.04245 3.52505 6.24458
Br -1.22154 2.27487 3.97196
H -0.96889 4.38431 5.22094
C -4.53492 -3.40896 -4.43192
Br -2.92389 -2.62601 -3.75552
Br -4.22787 -5.16734 -5.14522
Br -5.92159 -3.41170 -3.10586
H -4.87575 -2.78934 -5.24725
C -9.17203 -5.09798 -1.58592
Br -9.70882 -3.25250 -1.52517
Br -8.52843 -5.69354 0.11871
Br -10.57652 -6.21826 -2.26044
H -8.34523 -5.17176 -2.27742
C 0.74631 7.00398 -0.03428
Br 0.03795 8.22851 -1.32512
Br -0.22294 5.34517 -0.00769
Br 2.63613 6.73263 -0.29209
H 0.62479 7.46222 0.94002
C 0.88329 10.50786 2.72743
Br 0.18862 11.78868 1.47725
Br -0.14751 8.87906 2.71770
Br 2.75792 10.17328 2.47236
H 0.77023 10.93494 3.71209
C 2.80362 12.02397 -1.97968
Br 2.15263 12.01806 -3.78844
Br 2.66547 10.28921 -1.17936
Br 4.58827 12.73231 -1.87190
H 2.16622 12.68839 -1.41493
C 4.03890 -1.22139 -6.90692
Br 5.74128 -0.60992 -6.26713
Br 4.16037 -2.97357 -7.68701
Br 2.70452 -1.15914 -5.52885
H 3.72416 -0.54206 -7.68514
C 3.55111 4.88764 -7.41865
Br 5.24117 5.49020 -6.74225
Br 3.68402 3.13496 -8.20366
Br 2.19468 4.96046 -6.06459
H 3.25581 5.56414 -8.20597
C 3.78160 -4.71821 9.63004
Br 3.24574 -4.25688 11.41548
Br 5.13531 -3.53408 8.96830
Br 4.32329 -6.55658 9.50570
H 2.91617 -4.59669 8.99571
C 2.87970 -4.80440 -4.18121
Br 1.85260 -5.41769 -5.67364
Br 1.75548 -4.51265 -2.64214
Br 4.31691 -5.99900 -3.75026
H 3.31024 -3.85023 -4.44687
C 2.13287 -7.88260 -1.19940
Br 1.12077 -8.58129 -2.66861
Br 1.01076 -7.53297 0.31753
Br 3.64583 -8.97849 -0.77026
H 2.51432 -6.92281 -1.51517
C -8.88763 -3.57982 5.08017
Br -9.77815 -2.54505 3.73187
Br -9.98598 -3.82835 6.63461
Br -8.26389 -5.25505 4.37851
H -8.01540 -3.02102 5.38812
```

electronic energy	-3423402.7203	eV
relative energy (zero: lowest compared OMol25 entry of this formula, charge and spin)	0.00	kcal per mole
E_HOMO	-9.21	eV
total charge	0

Charges in e, computed with Löwdin, in the same order as the atoms: C -0.05; C -0.35; F -0.09; C -0.22; N -0.38; P 0.41; O -0.54; I 0.43; S 0.49; O -0.23; O -0.31; F -0.13; H -0.04; H 0.09; H 0.09; H 0.14; H 0.10; H 0.07; H 0.00; C -1.56; Br 0.49; Br 0.69; Br 0.51; H -0.05; C -1.63; Br 0.58; Br 0.53; Br 0.57; H -0.03; C -1.64; Br 0.59; Br 0.58; Br 0.57; H -0.06; C -1.65; Br 0.58; Br 0.56; Br 0.58; H -0.05; C -1.65; Br 0.56; Br 0.57; Br 0.56; H -0.03; C -1.64; Br 0.60; Br 0.58; Br 0.59; H -0.03; C -1.67; Br 0.56; Br 0.56; Br 0.58; H -0.07; C -1.64; Br 0.56; Br 0.57; Br 0.52; H -0.16; C -1.60; Br 0.58; Br 0.65; Br 0.58; H -0.03; C -1.64; Br 0.58; Br 0.50; Br 0.58; H -0.04; C -1.62; Br 0.58; Br 0.59; Br 0.58; H -0.03; C -1.64; Br 0.59; Br 0.56; Br 0.60; H -0.03; C -1.67; Br 0.57; Br 0.56; Br 0.57; H -0.05; C -1.61; Br 0.58; Br 0.66; Br 0.63; H -0.08; C -1.68; Br 0.58; Br 0.67; Br 0.59; H -0.13; C -1.66; Br 0.56; Br 0.58; Br 0.55; H -0.07

---

This record from the Open Molecules 2025 dataset describes C19H23Cl2InNS as an isolated structure at a distorted geometry. The level of theory is the ωB97M-V functional and the def2-TZVPD basis.

Structure (XYZ):
```
47
C19H23Cl2InNS the ωB97M-V functional and the def2-TZVPD basis
In 1.03733 2.52220 -0.79974
Cl -0.21528 3.59928 1.05182
Cl -0.42071 2.01122 -2.57892
C 1.48242 4.24707 -2.15033
H 1.25554 4.56311 -3.15698
H 1.78726 5.05790 -1.47828
C 2.70518 0.05838 0.29702
C 2.30285 1.27025 0.47978
H 2.62797 -0.55421 -0.64617
C 3.11548 2.35146 1.13070
H 2.38163 3.62414 -2.10162
C 4.25640 1.71168 1.94500
H 3.58301 3.06402 0.41403
H 2.43942 2.93267 1.76633
C 3.78193 0.41190 2.57854
H 5.14289 1.50116 1.35027
H 4.58473 2.39418 2.72043
C 3.34640 -0.63673 1.49896
H 4.50246 -0.05011 3.26254
H 2.85126 0.65599 3.08740
H 4.14714 -1.32361 1.23615
H 2.51575 -1.23285 1.93701
N -0.36218 0.44023 0.37775
S -0.85826 -1.00951 0.62318
C -2.61918 -0.81932 0.88008
C -3.20076 -1.59630 1.89008
C -4.59115 -1.62594 1.99750
C -5.37566 -0.85668 1.12767
C -4.77971 -0.03965 0.15776
C -3.37945 0.00091 0.04863
C -0.86698 -1.89220 -0.92526
C -0.68551 -1.22598 -2.12728
C -0.88303 -1.89021 -3.34397
C -1.15481 -3.25596 -3.34594
C -1.26884 -3.94536 -2.14072
C -1.15139 -3.27229 -0.92783
H -0.42164 0.98625 1.31149
H -2.54451 -2.17879 2.53914
H -5.05280 -2.26393 2.75494
H -6.46339 -0.89713 1.20683
H -5.39476 0.55542 -0.52239
H -2.87738 0.63892 -0.67849
H -0.44932 -0.15384 -2.10340
H -0.81901 -1.30981 -4.26456
H -1.27245 -3.77450 -4.28466
H -1.45991 -5.01828 -2.13219
H -1.27896 -3.77516 0.03768
```

electronic energy	-62619.1166	eV
relative energy (zero: lowest compared OMol25 entry of this formula, charge and spin)	25.51	kcal per mole
E_HOMO	-3.98	eV
total charge	-1

Charges in e, computed with Löwdin, in the same order as the atoms: In 0.22; Cl -0.09; Cl 0.05; C -0.31; H -0.04; H -0.04; C -0.18; C -0.33; H 0.11; C -0.27; H -0.09; C -0.22; H 0.11; H 0.06; C -0.20; H 0.11; H 0.09; C -0.19; H 0.10; H 0.11; H 0.09; H 0.10; N -0.42; S 0.96; C -0.39; C -0.10; C -0.10; C -0.10; C -0.07; C -0.05; C -0.37; C -0.10; C -0.06; C -0.10; C -0.10; C -0.09; H 0.01; H 0.10; H 0.10; H 0.10; H 0.10; H 0.11; H -0.03; H 0.11; H 0.09; H 0.10; H 0.11

---

This record from the Open Molecules 2025 dataset describes C19H23Cl2MoN6O6 as an isolated structure at a distorted geometry. The level of theory is the ωB97M-V functional and the def2-TZVPD basis.

Structure (XYZ):
```
57
C19H23Cl2MoN6O6 the ωB97M-V functional and the def2-TZVPD basis
Mo 0.57260 -0.46970 0.43783
C -1.25355 -1.95437 -1.46510
C -1.64858 -0.54246 -1.84668
N -0.99611 0.43111 -0.89684
C -1.91624 1.20284 -0.00938
C -1.05277 2.03290 0.89940
C -1.39782 3.25101 1.42661
C -0.50970 3.87987 2.30575
C 0.68474 3.26698 2.64861
C 0.97870 2.03959 2.08555
C 2.17325 1.20122 2.35801
N 1.99600 -0.06097 1.64852
C 1.89652 -2.20544 0.28524
C 0.92954 -3.03632 -0.53127
N 0.19970 -1.89382 -1.16622
N 0.13739 1.45803 1.21572
H -1.45910 -2.66062 -2.27097
H -1.77634 -2.29807 -0.57787
H -2.72842 -0.40323 -1.85285
H -1.28289 -0.31310 -2.84772
H -0.53073 1.12940 -1.47611
H -2.51256 0.49540 0.57105
H -2.59697 1.81854 -0.59686
H -2.34138 3.71280 1.16771
H -0.76348 4.84543 2.72550
H 1.37381 3.72812 3.34377
H 2.26663 1.00386 3.43167
H 3.09984 1.69172 2.04010
H 2.81265 -0.65011 1.78514
H 2.13085 -2.57223 1.28199
H 2.80630 -1.95801 -0.26151
H 0.23435 -3.61892 0.07186
H 1.38226 -3.68656 -1.27825
H 0.70809 -1.63915 -2.01588
O -0.12954 -0.65644 3.63093
C -0.76424 -1.42836 3.02720
O -0.60100 -1.30268 1.47474
C -1.69579 -2.48697 3.34695
C -2.26138 -3.28308 2.35560
C -3.12019 -4.28764 2.71942
C -3.44670 -4.54129 4.03995
C -2.86426 -3.73077 5.00126
C -1.99377 -2.71094 4.69655
N -3.19690 -3.97121 6.43939
O -2.62949 -3.25803 7.23079
O -3.89519 -4.92281 6.66514
N -3.70496 -5.11174 1.62720
O -4.43367 -6.00429 1.94903
O -3.34852 -4.82257 0.49753
H -2.05208 -3.15543 1.30780
H -4.12527 -5.33839 4.31910
H -1.56955 -2.11586 5.49530
Cl 2.04097 0.99010 -1.37430
C 3.24706 0.34383 -2.64316
Cl 2.85778 -1.25744 -3.18599
H 4.20375 0.37185 -2.13666
H 3.15947 1.06660 -3.44579
```

electronic energy	-68169.8075	eV
relative energy (zero: lowest compared OMol25 entry of this formula, charge and spin)	1.71	kcal per mole
E_HOMO	-18.00	eV
total charge	+3

Charges in e, computed with Löwdin, in the same order as the atoms: Mo 1.73; C -0.13; C -0.11; N -0.15; C -0.09; C -0.22; C 0.05; C 0.05; C 0.06; C -0.23; C -0.14; N -0.15; C -0.17; C -0.19; N -0.18; N -0.02; H 0.16; H 0.10; H 0.15; H 0.14; H 0.09; H 0.14; H 0.16; H 0.15; H 0.15; H 0.15; H 0.16; H 0.16; H 0.10; H 0.09; H 0.07; H 0.13; H 0.14; H 0.06; O 0.22; C -0.29; O -0.28; C -0.11; C 0.07; C -0.07; C 0.15; C -0.06; C 0.12; N -0.34; O 0.13; O 0.15; N -0.34; O 0.18; O 0.07; H 0.09; H 0.16; H 0.15; Cl 0.59; C -0.80; Cl 0.69; H 0.06; H 0.06